Entry 1:
This record from the OMol25 dataset describes a structure of composition C6H8CuO5. The level of theory is ωB97M-V/def2-TZVPD.

```
20
Properties=species:S:1:pos:R:3:forces:R:3:nbo_charge:R:1
Cu 1.13292 2.43193 -0.20418 -0.43 -1.40 -0.17 0.90
O -0.74020 1.85082 0.35973 0.29 -1.38 -0.29 -0.74
O -1.75319 0.23162 1.55411 0.99 -0.05 -0.32 -0.46
C -3.05135 -0.38289 1.47726 -0.14 -0.32 -0.08 -0.10
C -3.35222 -0.34784 -0.02381 -0.07 -0.36 0.00 -0.10
O -2.39873 0.60772 -0.51803 1.02 -0.03 -0.22 -0.46
C -1.46443 0.86235 0.40895 -2.51 2.22 1.09 1.02
H -2.98189 -1.39644 1.88345 -0.03 0.28 -0.08 0.22
H -3.75364 0.21397 2.07041 0.25 -0.09 -0.12 0.21
H -4.35720 0.01658 -0.25664 0.30 -0.07 0.00 0.22
H -3.17056 -1.30802 -0.52082 -0.09 0.24 0.11 0.20
O 2.33003 -0.65804 -0.14708 0.18 0.15 0.26 -0.46
C 3.10163 -1.59922 -0.95993 0.00 -0.40 -0.02 -0.14
C 2.50161 -1.39643 -2.34421 0.04 -0.32 -0.12 -0.14
O 1.51963 -0.33803 -2.10511 -0.09 0.26 -0.23 -0.46
C 1.51856 0.05322 -0.86844 0.51 0.95 0.02 0.39
H 4.15567 -1.31868 -0.88113 -0.27 -0.07 0.02 0.22
H 2.93478 -2.59648 -0.54325 0.11 0.24 -0.12 0.22
H 1.95887 -2.26420 -2.72923 0.16 0.21 0.08 0.22
H 3.20964 -1.02475 -3.09018 -0.21 -0.09 0.17 0.22
```
Forces are in eV/Å.

The molecular weight is 223.7 u. As for the HOMO energy: -13.34 eV. Its spin multiplicity is 1. For the LUMO energy, the calculation gives -4.26 eV. The net charge is +1. The relative energy (zero: lowest compared OMol25 entry of this formula, charge and spin) comes out at 0.000 eV. Its orbital gap is 9.0855 eV.

Entry 2:
This record from the OMol25 dataset describes a cluster of 2 separate species, C7H5F3O2 in total. The level of theory is ωB97M-V/def2-TZVPD.

```
17
Properties=species:S:1:pos:R:3:forces:R:3:nbo_charge:R:1
C 0.39159 -1.83985 -0.32694 -0.14 0.45 -0.35 -0.17
C 0.11114 -0.73144 -1.03085 0.10 -1.09 -0.13 -0.27
C -0.07423 -2.02823 1.07258 -0.74 -0.20 -0.23 0.02
C -0.76848 -0.93512 1.79075 -0.96 0.05 -0.52 0.03
C -0.83502 0.39586 1.09063 1.00 -0.25 0.21 -0.02
C -0.50840 0.34297 -0.31833 1.09 1.55 0.68 0.29
C 0.89433 2.69738 -1.63086 0.19 0.08 0.13 0.95
O 0.53399 -1.31574 2.11910 1.24 0.30 0.72 -0.46
O -1.77822 0.58897 0.02028 -1.51 -0.23 -0.48 -0.43
F 2.06306 2.90244 -1.00852 -0.68 -0.16 -0.37 -0.33
F 1.10865 2.37144 -2.91058 -0.14 0.16 0.64 -0.33
F 0.13752 3.79378 -1.54816 0.35 -0.59 -0.08 -0.33
H 0.87324 -2.68193 -0.79411 0.20 -0.12 -0.13 0.22
H 0.34547 -0.62544 -2.07806 0.03 -0.07 -0.12 0.23
H -0.32609 -3.05455 1.33201 -0.02 0.09 0.01 0.20
H -1.52972 -1.15717 2.53210 0.02 -0.08 0.05 0.19
H -0.63881 1.27661 1.68898 -0.01 0.10 -0.04 0.20
```
Forces are in eV/Å.

The molecular weight is 178.1 u. As for the HOMO energy (spin up / spin down): -8.31 / -9.89 eV. Its spin multiplicity is 1. For the LUMO energy (spin up / spin down), the calculation gives -0.60 / -0.25 eV. The net charge is 0. The relative energy (zero: lowest compared OMol25 entry of this formula, charge and spin) comes out at 5.844 eV. Its orbital gap (spin up / spin down) is 7.7112 / 9.6381 eV.

Entry 3:
This record from the OMol25 dataset describes the ion C2H8N2O2P with charge -1. The level of theory is ωB97M-V/def2-TZVPD.

```
15
Properties=species:S:1:pos:R:3:forces:R:3:nbo_charge:R:1
C -2.22261 -0.17474 -0.10268 0.85 0.67 1.65 -1.02
C 0.68940 -0.48273 0.00373 0.28 -0.88 -0.57 -0.64
N 2.38383 1.11116 0.31085 1.88 -0.93 -2.99 -0.73
N 1.97069 0.00941 -0.57888 -0.10 -0.15 4.13 -0.47
O -0.32992 1.62926 -1.35109 0.01 -0.72 -0.73 -1.19
O -0.58554 1.72384 1.15340 -0.05 -1.11 -0.11 -1.19
P -0.55876 0.85594 -0.08904 -1.81 0.52 0.95 2.14
H -2.51929 -0.63917 -1.05432 0.59 -0.59 0.48 0.21
H -2.24059 -0.81179 0.91105 -0.15 1.08 -2.54 0.21
H -2.96230 0.62976 -0.02018 0.01 -0.04 0.47 0.22
H 0.43813 -1.35957 -0.57879 -0.67 -0.09 -0.84 0.20
H 0.73007 -1.00793 0.99040 0.69 1.13 -0.22 0.20
H 1.82914 1.93525 0.35380 -1.10 0.04 0.35 0.38
H 2.64936 0.63836 1.12026 0.12 0.01 1.69 0.34
H 1.74922 0.39246 -1.44520 -0.53 1.06 -1.71 0.36
```
Forces are in eV/Å.

The molecular weight is 123.1 u. As for the HOMO energy: -4.19 eV. Its spin multiplicity is 1. Its SMILES is C[P@@](=O)([O-])CNN. For the LUMO energy, the calculation gives 4.19 eV. The net charge is -1. The relative energy (zero: lowest compared OMol25 entry of this formula, charge and spin) comes out at 1.630 eV. Its orbital gap is 8.3827 eV.

Entry 4:
This record from the OMol25 dataset describes a cluster of 5 separate species, C37H89N4O9P in total. The level of theory is ωB97M-V/def2-TZVPD.

```
140
Properties=species:S:1:pos:R:3:forces:R:3:lowdin_charge:R:1
C 7.14592 -0.09509 0.86254 -0.41 0.56 0.36 -0.09
C 6.85396 1.29636 1.47263 -0.46 -0.45 0.27 -0.28
C 6.07350 2.24220 0.55616 0.52 0.04 -0.16 -0.58
C 6.63792 2.35678 -0.88321 -0.56 0.31 0.32 -0.14
P 5.87585 3.96218 1.25151 -0.27 0.57 -0.45 0.95
C 4.18499 3.90071 2.03749 0.64 0.45 -0.28 -0.41
C 3.15643 4.77971 1.27974 -0.27 -0.92 0.84 -0.26
C 1.85907 4.00006 0.99936 0.17 0.24 -0.70 -0.21
C 1.73455 3.48448 -0.44199 -0.60 0.31 0.03 -0.20
C 0.25600 3.29287 -0.83643 0.77 -0.93 -0.05 -0.20
C -0.30834 1.99358 -0.23304 -0.61 0.75 0.47 -0.21
C -1.11731 2.18463 1.05385 0.01 -0.63 0.16 -0.17
C -1.65136 0.82268 1.55035 0.38 0.01 -0.32 -0.22
O -1.29658 0.53842 2.89495 -0.31 0.16 -0.06 -0.18
C 0.05441 0.17768 3.03346 0.12 0.08 0.15 -0.12
H 8.21369 -0.27901 0.83413 0.09 -0.24 -0.27 0.07
H 6.65568 -0.85861 1.46029 0.16 -0.25 0.10 0.05
H 6.69382 -0.15943 -0.12251 0.25 -0.16 -0.24 0.05
H 7.75045 1.75882 1.87671 0.24 0.12 -0.22 0.09
H 6.21906 1.12252 2.34276 0.00 0.19 0.21 0.09
H 5.05936 1.85038 0.48020 -0.13 -0.06 0.02 0.09
H 7.13693 3.31251 -1.00724 0.42 -0.06 -0.10 0.04
H 7.27693 1.52941 -1.16982 0.18 -0.01 0.00 0.06
H 5.79900 2.38649 -1.57563 -0.02 -0.05 -0.19 0.07
H 6.75420 3.98084 2.36398 -0.20 -0.47 0.12 -0.07
H 3.87020 2.86276 2.05255 -0.12 -0.18 0.17 0.06
H 4.26942 4.26261 3.05756 0.00 -0.18 0.21 0.06
H 2.89303 5.59936 1.94167 0.14 0.33 -0.09 0.10
H 3.58973 5.18895 0.37249 -0.06 0.07 -0.16 0.08
H 1.00617 4.64226 1.21345 -0.13 0.08 -0.05 0.11
H 1.76430 3.14172 1.66006 0.03 0.01 0.33 0.09
H 2.24594 2.52905 -0.54712 0.19 -0.10 -0.08 0.10
H 2.20279 4.16973 -1.14935 0.07 0.19 0.09 0.11
H 0.19534 3.19892 -1.92002 -0.04 0.23 -0.13 0.10
H -0.29891 4.17181 -0.51736 -0.27 0.05 -0.07 0.10
H 0.50728 1.31019 -0.00540 0.14 -0.20 -0.18 0.10
H -0.97874 1.49651 -0.93464 0.08 -0.09 -0.21 0.10
H -0.50390 2.56685 1.86681 0.14 0.28 -0.02 0.10
H -1.93422 2.88583 0.89475 -0.08 0.07 -0.05 0.10
H -2.73023 0.75350 1.44462 -0.14 0.04 0.32 0.12
H -1.23035 0.03674 0.91171 -0.01 -0.12 -0.06 0.11
H 0.32451 0.33198 4.07455 0.01 -0.11 0.12 0.09
H 0.23043 -0.86877 2.76485 -0.08 -0.07 -0.06 0.09
H 0.73039 0.79564 2.43479 -0.05 0.11 -0.11 0.07
C 5.48983 -2.67224 3.62307 -0.07 -0.01 -0.14 -0.11
O 5.73684 -3.40345 2.43424 0.10 0.09 0.54 -0.25
C 6.86608 -4.27004 2.52492 0.07 -0.07 -0.34 -0.21
C 6.43007 -5.71471 2.41234 -0.22 0.07 0.14 -0.21
N 5.67520 -6.12536 3.58941 0.05 -0.04 -0.16 -0.05
C 5.03561 -7.43176 3.45810 -0.07 0.14 0.19 -0.20
C 3.92820 -7.57602 2.41785 0.01 -0.30 0.02 -0.23
O 2.76496 -6.82125 2.70395 0.10 0.11 -0.11 -0.17
C 2.76595 -5.49519 2.20856 -0.18 -0.06 0.13 -0.10
H 4.66671 -1.98732 3.42147 0.00 -0.02 -0.04 0.09
H 5.20117 -3.33074 4.44843 0.08 0.03 0.06 0.08
H 6.36751 -2.08809 3.91569 0.00 -0.01 0.05 0.09
H 7.42498 -4.09450 3.44750 -0.08 -0.03 0.07 0.12
H 7.52702 -4.03895 1.68410 0.02 0.04 0.02 0.12
H 7.31499 -6.34948 2.31321 -0.01 -0.03 0.00 0.13
H 5.83764 -5.80968 1.49161 0.15 0.01 -0.11 0.11
H 4.95965 -5.43334 3.77274 0.00 0.00 0.03 0.07
H 4.60840 -7.67693 4.43347 -0.02 -0.06 -0.03 0.12
H 5.80715 -8.18045 3.25372 0.02 0.02 -0.04 0.12
H 3.61323 -8.62306 2.42563 -0.02 0.01 0.00 0.12
H 4.28043 -7.36739 1.40061 0.02 0.12 0.02 0.11
H 3.33382 -5.40948 1.27746 0.06 0.01 0.02 0.08
H 3.16342 -4.79105 2.94545 0.09 0.06 -0.10 0.07
H 1.73076 -5.21526 2.01041 0.00 -0.04 -0.01 0.09
C -4.51308 6.94038 -0.90139 -0.02 -0.01 -0.14 -0.11
O -4.07800 6.32766 -2.10071 -0.04 0.00 0.24 -0.20
C -2.93998 5.48856 -1.93790 0.13 0.00 -0.34 -0.22
C -3.29816 4.04701 -2.22724 -0.21 -0.01 0.17 -0.21
N -4.16707 3.50860 -1.18725 0.07 -0.02 -0.15 -0.04
C -4.72903 2.19676 -1.49592 -0.07 0.10 0.24 -0.19
C -5.71000 2.10140 -2.66064 0.03 -0.25 0.01 -0.22
O -6.93130 2.78358 -2.43658 0.20 0.13 -0.17 -0.20
C -6.93751 4.14874 -2.81822 -0.24 -0.06 0.12 -0.09
H -5.32809 7.61610 -1.15521 0.01 -0.01 -0.04 0.09
H -4.88268 6.20158 -0.18213 0.06 0.04 0.08 0.08
H -3.70808 7.52114 -0.44120 -0.01 -0.01 0.06 0.09
H -2.50989 5.59008 -0.93729 -0.09 -0.03 0.06 0.11
H -2.18744 5.81663 -2.66134 0.02 0.00 0.03 0.12
H -2.38224 3.44944 -2.26543 0.00 -0.01 -0.02 0.11
H -3.77140 4.01255 -3.21806 0.14 0.03 -0.08 0.11
H -4.92819 4.15724 -1.03092 0.01 0.01 0.04 0.07
H -5.24950 1.85166 -0.59798 -0.01 -0.07 -0.03 0.12
H -3.90546 1.49666 -1.67210 0.02 0.02 -0.04 0.12
H -5.97280 1.04626 -2.77217 -0.01 0.00 -0.04 0.11
H -5.26636 2.40799 -3.61510 0.01 0.14 0.04 0.11
H -6.28202 4.33714 -3.67180 0.06 0.01 0.03 0.09
H -6.65176 4.79835 -1.98659 0.10 0.07 -0.08 0.07
H -7.95866 4.40713 -3.09999 0.00 -0.04 -0.01 0.09
C -11.81663 0.28875 2.93966 0.05 -0.13 -0.03 -0.12
O -11.65819 -0.71031 1.95064 -0.01 0.22 0.07 -0.20
C -12.13748 -0.32928 0.66524 -0.05 -0.30 -0.15 -0.22
C -10.99445 -0.24257 -0.32351 0.15 0.13 0.20 -0.22
N -10.12745 0.88897 -0.01993 -0.02 -0.18 -0.11 -0.05
C -8.88485 0.91888 -0.79199 -0.13 0.11 0.31 -0.20
C -7.87916 -0.19982 -0.53955 0.11 0.09 -0.22 -0.22
O -7.29969 -0.17674 0.75340 -0.11 -0.10 0.00 -0.18
C -8.01187 -0.88186 1.75383 0.19 0.12 0.08 -0.10
H -11.49601 -0.13618 3.88945 0.01 -0.04 -0.02 0.09
H -11.20164 1.16934 2.72537 -0.08 0.07 0.01 0.08
H -12.86401 0.59268 3.02859 0.01 0.06 0.01 0.09
H -12.68574 0.61570 0.71006 0.08 0.06 0.04 0.12
H -12.83330 -1.10602 0.33394 -0.02 0.02 0.01 0.12
H -11.40095 -0.11959 -1.33155 0.02 0.00 -0.02 0.12
H -10.45307 -1.19807 -0.28802 -0.11 -0.09 -0.08 0.11
H -9.89452 0.86278 0.96464 -0.01 0.03 0.01 0.07
H -8.39154 1.86430 -0.56866 0.06 0.00 -0.08 0.11
H -9.13159 0.94040 -1.85703 0.00 -0.02 -0.01 0.12
H -7.05043 -0.05037 -1.23485 0.02 -0.01 0.00 0.10
H -8.29003 -1.19229 -0.76090 -0.08 -0.01 0.12 0.11
H -8.54405 -1.74398 1.34417 -0.06 0.03 -0.02 0.09
H -8.71871 -0.23170 2.27658 -0.11 -0.09 -0.01 0.07
H -7.28697 -1.23747 2.48670 0.02 0.00 -0.03 0.09
C 5.36305 -3.23388 -0.52376 -0.08 -0.06 -0.40 -0.11
O 5.01639 -4.15668 -1.54839 0.04 0.18 0.13 -0.19
C 3.61849 -4.23239 -1.79544 0.00 -0.31 -0.14 -0.23
C 3.29906 -3.71697 -3.18240 0.14 0.21 0.05 -0.21
N 3.50695 -2.27541 -3.25603 -0.02 -0.13 -0.10 -0.05
C 3.43628 -1.72673 -4.60723 0.06 0.13 0.19 -0.20
C 4.51859 -2.14559 -5.59761 -0.14 0.12 -0.22 -0.23
O 5.81166 -1.67440 -5.26664 0.00 -0.16 0.06 -0.18
C 6.56485 -2.51253 -4.40798 0.09 0.21 -0.05 -0.10
H 6.43554 -3.31099 -0.35402 0.01 -0.05 -0.04 0.09
H 5.13346 -2.20564 -0.82862 -0.02 0.02 0.12 0.08
H 4.84598 -3.46497 0.40227 -0.05 0.06 0.08 0.06
H 3.04981 -3.68471 -1.03785 0.05 0.09 -0.01 0.12
H 3.33121 -5.28721 -1.73411 -0.02 0.02 0.01 0.12
H 2.25454 -3.93953 -3.41937 0.00 0.01 -0.02 0.12
H 3.93429 -4.26309 -3.89290 -0.08 -0.13 0.00 0.11
H 4.41643 -2.05877 -2.86820 -0.01 0.01 0.03 0.07
H 3.47994 -0.63869 -4.51342 -0.01 0.01 -0.06 0.12
H 2.45691 -1.96840 -5.03207 0.01 -0.05 0.00 0.12
H 4.27217 -1.68691 -6.55931 0.02 0.00 0.00 0.12
H 4.53391 -3.22860 -5.76731 0.05 -0.03 0.12 0.11
H 6.32457 -3.56839 -4.55497 -0.05 -0.01 0.04 0.09
H 6.41678 -2.24792 -3.35719 -0.02 -0.13 0.04 0.07
H 7.61920 -2.36083 -4.64080 -0.02 0.01 -0.04 0.09
```
Forces are in eV/Å.

The molecular weight is 765.1 u. As for the HOMO energy: -8.40 eV. Its spin multiplicity is 1. Its SMILES is CC[C@H](C)PCCCCCCCCOC.COCCNCCOC.COCCNCCOC.COCCNCCOC.COCCNCCOC. For the LUMO energy, the calculation gives 0.35 eV. The net charge is 0. The relative energy (zero: lowest compared OMol25 entry of this formula, charge and spin) comes out at 0.802 eV. Its orbital gap is 8.7478 eV.

Question: Among the records above, which one has the highest molecular weight?
Answer: C37H89N4O9P